No. 1
Below is a molecular structure, C54H50AsBrCl2FN3O4PSn, with properties calculated with the ωB97M-V functional and the def2-TZVPD basis.

Positions of all 118 atoms, in Å:
1 Sn -0.552 -0.097 -0.054
2 Cl 1.020 0.463 7.608
3 C 0.906 0.437 5.878
4 C 2.057 0.187 5.123
5 C 1.997 0.198 3.757
6 Cl 3.438 -0.116 2.844
7 C 0.788 0.431 3.025
8 O 0.830 0.505 1.740
9 C -0.386 0.599 3.848
10 C -1.717 0.668 3.332
11 O -2.121 0.439 2.183
12 C -0.286 0.635 5.254
13 H 2.994 -0.014 5.626
14 H -2.483 0.895 4.086
15 H -1.182 0.790 5.845
16 Br 1.638 -2.983 -5.320
17 C 0.669 -3.925 -3.980
18 C 0.305 -5.238 -4.218
19 C -0.464 -5.900 -3.269
20 C -0.872 -5.246 -2.118
21 C -0.477 -3.935 -1.881
22 C 0.312 -3.271 -2.813
23 C -1.009 -3.228 -0.659
24 O -2.018 -3.626 -0.116
25 O -0.320 -2.178 -0.288
26 H 0.615 -5.734 -5.128
27 H -0.754 -6.927 -3.445
28 H -1.503 -5.736 -1.389
29 H 0.632 -2.257 -2.618
30 C 1.498 4.617 -0.480
31 C 2.486 5.292 -1.423
32 As 2.589 7.266 -1.202
33 C 0.717 7.711 -1.507
34 C -0.137 6.910 -2.260
35 C -1.436 7.321 -2.530
36 C -1.890 8.547 -2.067
37 C -1.035 9.369 -1.345
38 C 0.261 8.956 -1.074
39 C 2.663 7.166 0.754
40 C 1.615 7.458 1.619
41 C 1.768 7.289 2.991
42 C 2.966 6.819 3.509
43 C 4.023 6.534 2.653
44 C 3.872 6.715 1.285
45 P 1.427 2.756 -0.639
46 C 3.114 2.289 -0.340
47 C 3.880 1.270 -1.095
48 C 5.182 0.885 -0.499
49 C 5.646 1.416 0.644
50 C 4.851 2.376 1.334
51 C 3.629 2.786 0.854
52 C 0.912 2.651 -2.389
53 C -0.448 2.917 -2.563
54 C -0.970 3.104 -3.833
55 C -0.142 3.007 -4.943
56 C 1.200 2.694 -4.783
57 C 1.728 2.520 -3.510
58 H 0.478 4.951 -0.667
59 H 1.732 4.863 0.555
60 H 2.251 5.093 -2.469
61 H 3.499 4.926 -1.243
62 H 0.205 5.962 -2.662
63 H -2.092 6.684 -3.111
64 H -2.901 8.870 -2.281
65 H -1.374 10.339 -1.004
66 H 0.929 9.610 -0.525
67 H 0.669 7.811 1.227
68 H 0.947 7.525 3.656
69 H 3.081 6.686 4.577
70 H 4.968 6.186 3.053
71 H 4.706 6.509 0.620
72 H 4.115 1.693 -2.086
73 H 5.757 0.140 -1.036
74 H 6.596 1.108 1.059
75 H 5.217 2.793 2.264
76 H 3.053 3.494 1.437
77 H -1.092 3.002 -1.693
78 H -2.023 3.330 -3.955
79 H -0.541 3.172 -5.936
80 H 1.845 2.602 -5.648
81 H 2.788 2.319 -3.404
82 C -2.703 0.156 -6.086
83 C -1.418 -0.378 -5.494
84 N -1.410 -0.138 -4.057
85 C -2.521 -0.111 -3.262
86 N -2.348 -0.047 -1.970
87 C -3.561 -0.101 -1.140
88 C -4.723 0.626 -1.787
89 C -4.971 -0.020 -3.130
90 N -3.732 -0.071 -3.893
91 C -3.856 -0.430 -5.300
92 H -2.778 -0.121 -7.137
93 H -2.734 1.246 -6.010
94 H -0.550 0.121 -5.926
95 H -1.329 -1.444 -5.715
96 H -0.567 -0.375 -3.561
97 H -3.343 0.350 -0.174
98 H -3.837 -1.146 -0.952
99 H -4.462 1.679 -1.924
100 H -5.619 0.563 -1.169
101 H -5.700 0.545 -3.711
102 H -5.369 -1.031 -2.987
103 H -4.808 -0.041 -5.658
104 H -3.877 -1.520 -5.419
105 F 5.778 -3.966 -4.186
106 C 5.117 -3.014 -3.513
107 C 4.831 -1.822 -4.150
108 C 4.120 -0.855 -3.456
109 C 3.724 -1.065 -2.140
110 C 2.989 0.005 -1.376
111 C 4.044 -2.270 -1.523
112 C 4.741 -3.256 -2.206
113 H 5.143 -1.671 -5.175
114 H 3.856 0.067 -3.965
115 H 2.644 -0.388 -0.419
116 H 2.115 0.344 -1.937
117 H 3.735 -2.448 -0.499
118 H 5.000 -4.196 -1.738

Summary:
HOMO-LUMO gap, eV: 5.113
DFT total energy, eV: -243228.24708
Net charge: +1
ΔE to the lowest compared entry with this formula, charge and spin, kcal per mole: 0.0
Molecular weight, g mol⁻¹: 1199.43
Max |F|, eV/A: 1.296

No. 2
Below is a single C4H8N2O molecule, with properties calculated with the ωB97M-V functional and the def2-TZVPD basis.

Positions of all 15 atoms, in Å:
1 O 2.803 -0.479 -0.489
2 C 1.627 -0.283 -0.271
3 N 0.687 -1.371 -0.078
4 C -0.333 -1.502 -0.864
5 C -1.160 0.154 0.928
6 C -0.427 1.228 0.141
7 N 1.020 0.909 -0.111
8 H 0.038 -1.147 0.818
9 H -0.347 -1.111 -1.881
10 H -1.165 -2.108 -0.524
11 H -0.943 0.278 1.997
12 H -2.241 0.239 0.784
13 H -0.391 2.214 0.626
14 H -0.891 1.393 -0.844
15 H 1.672 1.680 -0.143

Summary:
HOMO-LUMO gap, eV: 6.198
DFT total energy, eV: -9300.82283
Net charge: 0
ΔE to the lowest compared entry with this formula, charge and spin, kcal per mole: 128.5
Molecular weight, g mol⁻¹: 100.12
Max |F|, eV/A: 0.548

No. 3
Below is 3 unconnected molecules or ions with the total composition C4H14NO2, with properties calculated with the ωB97M-V functional and the def2-TZVPD basis.

Positions of all 21 atoms, in Å:
1 C -2.110 2.038 1.010
2 C -1.191 0.776 1.211
3 C -0.303 0.712 -0.037
4 C 0.518 -1.657 -0.729
5 N 0.369 -0.663 0.016
6 H -2.826 1.794 1.799
7 H -1.369 2.899 0.868
8 H -2.481 1.872 -0.091
9 H -0.515 1.090 2.023
10 H -1.739 -0.173 1.309
11 H -0.652 0.756 -1.065
12 H 0.504 1.502 -0.194
13 H -0.056 -1.585 -1.644
14 H 1.107 -2.454 -0.201
15 H 0.713 -0.752 1.018
16 H 2.841 -1.477 2.157
17 H 2.048 -0.560 3.023
18 O 1.950 -1.052 2.169
19 H -0.132 -0.641 -4.127
20 H 1.017 0.322 -3.803
21 O 0.234 -0.094 -3.408

Summary:
HOMO-LUMO gap (spin up / spin down), eV: 10.320 / 3.731
DFT total energy, eV: -9937.01097
Net charge: +2
ΔE to the lowest compared entry with this formula, charge and spin, kcal per mole: 78.0
Multiplicity: 2
Molecular weight, g mol⁻¹: 108.16
Max |F|, eV/A: 5.586
⟨S²⟩: 0.75

No. 4
Below is a molecular structure, C44H55B2BrF9N10RbS, with properties calculated with the ωB97M-V functional and the def2-TZVPD basis.

Positions of all 123 atoms, in Å:
1 Rb -0.982 -0.214 0.629
2 C 4.284 2.616 3.379
3 C 2.821 2.410 3.160
4 C 1.781 2.640 4.040
5 C 0.626 2.243 3.341
6 N 0.947 1.813 2.127
7 N 2.291 1.922 2.021
8 B 3.074 1.535 0.750
9 N 2.337 2.101 -0.494
10 N 2.324 1.403 -1.656
11 C 1.964 2.254 -2.606
12 C 1.774 3.539 -2.065
13 C 2.030 3.397 -0.717
14 C 1.985 4.436 0.357
15 C 1.872 1.808 -4.047
16 C 3.263 1.900 -4.688
17 C 1.374 0.363 -4.122
18 C 0.908 2.720 -4.811
19 N 3.303 0.005 0.658
20 N 2.635 -0.873 1.455
21 C 3.219 -2.052 1.288
22 C 4.276 -1.948 0.357
23 C 4.297 -0.621 -0.006
24 C 5.219 0.093 -0.938
25 C 2.771 -3.288 2.035
26 C 1.835 -4.112 1.139
27 C 2.059 -2.899 3.329
28 C 3.994 -4.144 2.388
29 C -0.808 2.171 3.826
30 C -1.146 0.688 4.063
31 C -0.976 2.937 5.138
32 C -1.746 2.772 2.774
33 H 4.448 2.963 4.399
34 H 4.697 3.352 2.687
35 H 4.839 1.687 3.233
36 H 1.858 3.021 5.046
37 H 4.170 2.051 0.802
38 H 1.441 4.438 -2.560
39 H 1.736 5.400 -0.088
40 H 2.948 4.529 0.866
41 H 1.238 4.191 1.116
42 H 3.969 1.260 -4.154
43 H 3.637 2.926 -4.650
44 H 3.226 1.580 -5.734
45 H 2.082 -0.310 -3.639
46 H 1.254 0.062 -5.168
47 H 0.416 0.260 -3.612
48 H 1.258 3.756 -4.807
49 H -0.087 2.692 -4.365
50 H 0.826 2.395 -5.852
51 H 4.945 -2.719 0.010
52 H 5.894 -0.622 -1.410
53 H 5.816 0.833 -0.400
54 H 4.652 0.620 -1.707
55 H 0.954 -3.534 0.870
56 H 1.493 -5.008 1.665
57 H 2.353 -4.412 0.225
58 H 1.187 -2.280 3.135
59 H 2.737 -2.342 3.980
60 H 1.721 -3.800 3.849
61 H 4.523 -4.475 1.491
62 H 3.678 -5.032 2.941
63 H 4.694 -3.577 3.008
64 H -0.634 0.317 4.954
65 H -0.761 0.107 3.231
66 H -2.219 0.520 4.169
67 H -0.346 2.516 5.926
68 H -2.017 2.875 5.465
69 H -0.718 3.992 5.014
70 H -1.513 2.390 1.781
71 H -1.620 3.858 2.740
72 H -2.789 2.544 2.990
73 C -2.270 4.742 -0.159
74 C -2.371 3.665 -1.198
75 C -3.443 3.579 -2.078
76 C -3.505 2.548 -2.997
77 C -2.466 1.630 -2.983
78 Br -2.457 0.263 -4.324
79 N -1.462 1.655 -2.148
80 C -1.421 2.660 -1.268
81 H -2.500 5.722 -0.583
82 H -1.267 4.773 0.267
83 H -2.989 4.540 0.636
84 H -4.246 4.304 -2.022
85 H -4.326 2.442 -3.690
86 H -0.580 2.657 -0.582
87 N -2.940 -3.764 -2.053
88 C -4.313 -3.824 -1.724
89 C -4.975 -5.040 -1.808
90 C -6.330 -5.134 -1.517
91 C -7.032 -4.002 -1.138
92 C -6.370 -2.784 -1.042
93 C -5.019 -2.686 -1.340
94 S -4.223 -1.123 -1.175
95 N -2.606 -1.483 -1.440
96 C -2.179 -2.619 -1.797
97 C -0.716 -2.773 -2.062
98 C -0.234 -3.759 -2.916
99 C 1.134 -3.833 -3.141
100 C 1.970 -2.926 -2.520
101 C 1.397 -1.965 -1.693
102 N 0.092 -1.897 -1.467
103 H -2.441 -4.601 -1.787
104 H -4.413 -5.920 -2.102
105 H -6.828 -6.094 -1.582
106 H -8.087 -4.062 -0.901
107 H -6.895 -1.895 -0.712
108 H -0.919 -4.429 -3.418
109 H 1.534 -4.590 -3.805
110 H 3.043 -2.943 -2.659
111 H 2.008 -1.210 -1.208
112 F -0.874 -2.456 2.038
113 C -2.152 -3.012 1.610
114 F -1.722 -3.891 0.554
115 C -2.388 -4.013 2.732
116 F -1.361 -4.873 3.000
117 F -3.454 -4.802 2.461
118 F -2.647 -3.385 3.898
119 F -5.096 1.819 2.236
120 B -4.877 1.988 0.861
121 F -3.591 1.468 0.522
122 F -4.910 3.369 0.554
123 F -5.869 1.327 0.119

Summary:
HOMO-LUMO gap, eV: 6.311
DFT total energy, eV: -168779.27671
Net charge: -2
ΔE to the lowest compared entry with this formula, charge and spin, kcal per mole: 0.0
Molecular weight, g mol⁻¹: 1114.04
Max |F|, eV/A: 0.468

What did the third record say?
Below is 3 unconnected molecules or ions with the total composition C4H14NO2, with properties calculated with the ωB97M-V functional and the def2-TZVPD basis.

Positions of all 21 atoms, in Å:
1 C -2.110 2.038 1.010
2 C -1.191 0.776 1.211
3 C -0.303 0.712 -0.037
4 C 0.518 -1.657 -0.729
5 N 0.369 -0.663 0.016
6 H -2.826 1.794 1.799
7 H -1.369 2.899 0.868
8 H -2.481 1.872 -0.091
9 H -0.515 1.090 2.023
10 H -1.739 -0.173 1.309
11 H -0.652 0.756 -1.065
12 H 0.504 1.502 -0.194
13 H -0.056 -1.585 -1.644
14 H 1.107 -2.454 -0.201
15 H 0.713 -0.752 1.018
16 H 2.841 -1.477 2.157
17 H 2.048 -0.560 3.023
18 O 1.950 -1.052 2.169
19 H -0.132 -0.641 -4.127
20 H 1.017 0.322 -3.803
21 O 0.234 -0.094 -3.408

Summary:
HOMO-LUMO gap (spin up / spin down), eV: 10.320 / 3.731
DFT total energy, eV: -9937.01097
Net charge: +2
ΔE to the lowest compared entry with this formula, charge and spin, kcal per mole: 78.0
Multiplicity: 2
Molecular weight, g mol⁻¹: 108.16
Max |F|, eV/A: 5.586
⟨S²⟩: 0.75

Question: Which of these has the highest DFT total energy?
Answer: C4H8N2O

Question: Among the records above, which one has the highest net charge?
Answer: C4H14NO2